Entry 1:
Formula: C32H28CuF3N3O3PSe
Source: OMol25
Level of theory: the ωB97M-V functional and the def2-TZVPD basis

The geometry in XYZ format:
```
72
Properties=species:S:1:pos:R:3
Cu 0.89566 -1.33636 -0.62316
C -1.30974 -3.84986 1.98074
C 0.16326 -3.96876 1.59904
C 0.29726 -4.27166 0.10694
C 0.98236 -2.72056 1.96284
C 0.97796 -2.32256 3.44984
O 0.91466 -0.90096 3.42104
C 0.65666 -0.51846 2.15034
N 0.56756 -1.48476 1.31124
C 0.45906 0.92524 1.96234
C 0.45246 1.67564 3.14894
C 0.20456 3.03224 3.15434
C -0.09934 3.67654 1.96754
C -0.07814 2.95824 0.78554
C 0.24966 1.60254 0.74124
P 0.47806 0.85084 -0.92046
C 2.02986 1.60834 -1.51406
C 2.52886 2.84294 -1.11946
C 3.68096 3.33764 -1.70826
C 4.36236 2.60124 -2.66246
C 3.87426 1.36284 -3.04756
C 2.70536 0.87944 -2.48986
C -0.73624 1.75994 -1.94636
C -2.09134 1.58054 -1.67866
C -3.04884 2.18464 -2.47056
C -2.66284 2.96924 -3.54696
C -1.31834 3.12454 -3.84016
C -0.35614 2.51334 -3.05436
H -1.84404 -4.73286 1.63794
H -1.74334 -2.97566 1.50524
H -1.44514 -3.78106 3.05854
H 0.60596 -4.79986 2.16254
H -0.14324 -3.46576 -0.48476
H -0.22554 -5.19516 -0.13396
H 1.33986 -4.38316 -0.18206
H 2.01476 -2.89636 1.62814
H 1.87846 -2.61886 3.98584
H 0.09806 -2.69466 3.98864
H 0.64496 1.17484 4.08594
H 0.22836 3.58144 4.08364
H -0.34154 4.72954 1.95834
H -0.31514 3.46084 -0.14066
H 2.03226 3.42064 -0.35356
H 4.04506 4.31114 -1.41436
H 5.26796 2.99554 -3.10316
H 4.39956 0.76704 -3.77826
H 2.31586 -0.08166 -2.80196
H -2.37344 0.96954 -0.83426
H -4.09774 2.04304 -2.25626
H -3.41494 3.44844 -4.15646
H -1.01764 3.72494 -4.68766
H 0.69046 2.63514 -3.29676
F 5.24686 -3.00576 -0.11176
C 4.91056 -1.90536 -0.81356
F 5.12946 -2.19526 -2.10426
F 5.79276 -0.95166 -0.48626
C 3.43246 -1.48916 -0.52446
O 3.23606 -0.61106 0.30004
O 2.59166 -2.13786 -1.18786
Se -3.57034 -2.64536 -1.93356
N -2.56184 -1.98706 -0.66826
C -3.29224 -1.16896 0.08324
C -2.82754 -0.45956 1.20964
C -3.71064 0.31514 1.90174
C -5.06284 0.42574 1.50944
C -5.54904 -0.23896 0.42314
C -4.67304 -1.05586 -0.32186
N -4.99184 -1.78416 -1.38756
H -1.79454 -0.55576 1.50094
H -3.37824 0.84964 2.77754
H -5.72184 1.03684 2.10674
H -6.58564 -0.18436 0.13684
```

Results
Total charge: 0
Molecular weight: 733.1 g/mol
E_tot: -6309.11990 Ha
HOMO energy: -7.94 eV
Largest force on an atom: 1.22 eV Å⁻¹
E_LUMO: -1.0 eV

Entry 2:
Formula: C54H135N9O18
Source: OMol25
Level of theory: the ωB97M-V functional and the def2-TZVPD basis

The geometry in XYZ format:
```
216
Properties=species:S:1:pos:R:3
C 14.57281 -7.50009 -7.26950
O 13.36089 -8.00550 -7.80918
C 13.22988 -9.43501 -7.68871
C 12.19086 -9.97265 -8.72383
N 10.98556 -9.10782 -8.69035
C 10.08936 -9.20971 -9.83114
C 8.89845 -8.28811 -9.62724
O 9.25773 -6.86955 -9.44733
C 8.20475 -6.07101 -9.18038
H 14.73102 -6.46143 -7.55978
H 15.34400 -8.16566 -7.65730
H 14.53962 -7.55805 -6.18155
H 12.81823 -9.63682 -6.69982
H 14.16757 -9.96599 -7.85270
H 11.92873 -11.00794 -8.50572
H 12.61421 -9.79538 -9.71249
H 11.50101 -8.23968 -8.71757
H 9.73247 -10.23910 -9.79819
H 10.68671 -9.09927 -10.73616
H 8.39160 -8.60650 -8.71629
H 8.21963 -8.53931 -10.44224
H 7.61304 -6.48815 -8.36554
H 7.45110 -5.95367 -9.95907
H 8.64256 -5.12650 -8.85739
C -3.12488 -0.09305 -8.63517
O -3.30418 -0.30416 -7.16606
C -4.77169 -0.34575 -6.93554
C -5.32204 -1.72729 -7.28982
N -6.81269 -1.77840 -7.12633
C -7.50035 -3.02318 -7.20940
C -7.56851 -3.62056 -8.64243
O -6.30424 -4.00484 -9.18999
C -6.13244 -4.34347 -10.57624
H -2.12403 0.29394 -8.82658
H -3.81442 0.67817 -8.97846
H -3.37644 -0.98931 -9.20221
H -5.27065 0.40624 -7.54678
H -4.93892 -0.05903 -5.89730
H -4.85238 -2.56045 -6.76699
H -5.01970 -1.95521 -8.31194
H -7.14183 -1.21661 -6.35421
H -8.51561 -2.68414 -7.00349
H -7.22826 -3.76105 -6.45468
H -7.89948 -2.88727 -9.37787
H -8.34740 -4.37642 -8.54193
H -6.90364 -4.99062 -10.99404
H -5.15519 -4.81618 -10.67439
H -6.15989 -3.50921 -11.27720
C 8.29821 -4.19575 -0.65119
O 7.88984 -4.07267 0.71195
C 6.56407 -4.44205 0.94435
C 6.21596 -4.57016 2.47023
N 6.80417 -3.45791 3.25672
C 6.61746 -3.47887 4.66032
C 5.13477 -3.38519 5.10405
O 4.29688 -4.55280 4.70833
C 4.48073 -5.59464 5.68307
H 8.10506 -5.13285 -1.17334
H 9.37011 -4.08202 -0.48933
H 8.10195 -3.27069 -1.19328
H 6.30249 -5.34946 0.40004
H 6.01324 -3.55967 0.61862
H 6.50615 -5.57519 2.77649
H 5.12721 -4.57610 2.52214
H 7.78130 -3.51461 3.00751
H 7.22294 -2.63172 4.98254
H 7.07155 -4.42648 4.95005
H 4.65222 -2.55080 4.59510
H 5.01127 -3.05869 6.13664
H 5.51452 -5.91695 5.55857
H 3.88918 -6.45633 5.37378
H 4.14395 -5.25975 6.66416
C -4.09957 9.65593 0.10077
O -3.40798 10.64577 0.89335
C -2.05679 10.28971 1.36284
C -1.85888 10.64805 2.82390
N -2.54048 11.88666 3.06252
C -1.70899 13.05852 2.68160
C -0.35483 13.21634 3.60342
O 0.67140 12.20780 3.30462
C 1.97895 12.43917 3.87268
H -3.61622 8.94050 -0.56454
H -5.00248 10.05830 -0.35854
H -4.43523 8.90584 0.81687
H -1.21474 10.66991 0.78448
H -1.91894 9.22008 1.20475
H -0.84018 10.68141 3.21020
H -2.35825 9.89064 3.42809
H -3.35301 11.80658 2.46797
H -2.17827 14.03495 2.80183
H -1.59770 13.02839 1.59772
H -0.66379 13.28021 4.64676
H 0.18230 14.13203 3.35626
H 2.43715 13.27738 3.34775
H 2.63193 11.57128 3.78051
H 1.83273 12.72608 4.91403
C -6.61204 -6.15648 6.48702
O -6.69054 -5.06273 5.64524
C -5.64620 -5.00807 4.65936
C -6.25498 -4.28282 3.51862
N -5.54971 -4.45737 2.23980
C -6.34221 -4.19359 1.02041
C -7.34495 -5.32571 0.67391
O -6.59738 -6.25703 -0.07788
C -7.12089 -7.52629 -0.22206
H -7.17650 -6.92319 5.95632
H -6.82602 -5.95239 7.53615
H -5.58814 -6.52958 6.46392
H -5.34647 -5.99595 4.30958
H -4.68474 -4.51510 4.80315
H -6.30979 -3.19887 3.61931
H -7.24338 -4.73113 3.41773
H -4.72832 -3.86984 2.22426
H -5.53043 -3.91377 0.34899
H -6.90627 -3.26559 1.11391
H -8.18233 -4.92256 0.10438
H -7.90374 -5.75671 1.50463
H -8.10127 -7.51991 -0.69841
H -7.31862 -8.04940 0.71354
H -6.37199 -8.06603 -0.80166
C -5.70974 10.65785 12.84772
O -6.49050 10.69382 11.63671
C -6.37723 11.92780 10.86183
C -6.47402 11.51789 9.36515
N -7.89065 11.34321 8.91600
C -8.58788 10.16937 9.37819
C -9.65842 9.74963 8.41526
O -9.04463 9.29079 7.19735
C -9.87546 8.69017 6.37324
H -5.52460 9.62513 13.14319
H -6.37216 11.02341 13.63237
H -4.77259 11.19212 12.69149
H -5.48889 12.52157 11.07725
H -7.17959 12.59653 11.17347
H -5.83313 10.66142 9.15582
H -6.02119 12.29941 8.75501
H -7.84385 11.06887 7.94510
H -9.04247 10.45258 10.32752
H -7.87485 9.39080 9.64936
H -10.43285 10.49481 8.23339
H -10.13232 8.86963 8.85016
H -10.31786 7.76521 6.74314
H -9.22015 8.32806 5.58106
H -10.67815 9.32144 5.99205
C -1.14394 -7.06077 -5.01397
O 0.13374 -7.27448 -4.54114
C 0.34077 -8.51923 -3.90387
C -0.29540 -8.68760 -2.53370
N 0.59680 -8.09484 -1.43570
C -0.13784 -8.29243 -0.18741
C -0.35251 -9.80114 0.27813
O -0.87859 -9.95208 1.50937
C -2.30364 -10.08684 1.61474
H -1.30450 -7.60278 -5.94592
H -1.34797 -6.00678 -5.20260
H -1.92070 -7.29553 -4.28621
H 1.41625 -8.56980 -3.73397
H 0.05717 -9.32599 -4.57976
H -0.50782 -9.75670 -2.53567
H -1.27196 -8.20363 -2.54750
H 0.75301 -7.15872 -1.78123
H -1.15597 -7.95962 -0.38926
H 0.14792 -7.70804 0.68719
H 0.61990 -10.29344 0.29072
H -0.80249 -10.46076 -0.46383
H -2.76829 -10.70609 0.84745
H -2.77899 -9.10647 1.58282
H -2.64399 -10.46180 2.57996
C -4.14970 3.39590 3.86226
O -2.98878 2.65440 3.64086
C -2.91565 2.16289 2.29571
C -1.57350 1.72230 1.78988
N -1.30657 0.36424 2.02455
C -0.10644 -0.09205 1.34042
C -0.13296 0.04861 -0.15287
O 0.77110 -0.78604 -0.74415
C 0.98745 -0.54902 -2.09334
H -4.28499 4.08347 3.02737
H -4.25708 3.92170 4.81100
H -4.98184 2.69466 3.92474
H -3.22160 2.88942 1.54296
H -3.76976 1.51664 2.09334
H -0.74958 2.34802 2.13302
H -1.74309 1.88536 0.72557
H -1.20207 0.17434 3.01102
H -0.05580 -1.17744 1.42684
H 0.77074 0.24219 1.89443
H 0.07705 1.10848 -0.29668
H -1.12155 -0.08639 -0.59169
H 1.30938 0.44296 -2.41026
H -0.04629 -0.62387 -2.43081
H 1.62608 -1.17418 -2.71739
C 7.71780 4.70844 2.80891
O 8.18230 4.78276 1.50423
C 7.49173 3.92851 0.48387
C 6.00828 4.29014 0.31720
N 5.91716 5.52443 -0.54045
C 4.64160 5.73976 -1.26764
C 4.69516 6.99425 -2.16259
O 4.24512 8.23533 -1.57241
C 5.21836 9.11111 -1.17045
H 6.64132 4.87796 2.83244
H 8.17207 5.34563 3.56768
H 7.96434 3.70463 3.15485
H 7.62574 2.87547 0.73135
H 7.93812 3.99957 -0.50799
H 5.41178 4.16300 1.22060
H 5.57598 3.43548 -0.20316
H 6.64455 6.22514 -0.54292
H 3.84322 5.65248 -0.53070
H 4.49016 4.86826 -1.90454
H 4.08281 6.96006 -3.06368
H 5.66586 7.17170 -2.62556
H 5.72950 9.43627 -2.07659
H 5.90399 8.84003 -0.36762
H 4.80186 10.02692 -0.75102
```

Results
Total charge: 0
Molecular weight: 1198.7 g/mol
SMILES string: COCCNCCOC.COCCNCCOC.COCCNCCOC.COCCNCCOC.COCCNCCOC.COCCNCCOC.COCCNCCOC.COCCNCCOC.COCCNCCOC
E_tot: -3984.74153 Ha
HOMO energy: -8.27 eV
Largest force on an atom: 4.49 eV Å⁻¹
Energy relative to the best compared isomer or geometry (same formula, charge and spin): 1181.54 kJ/mol
E_LUMO: 0.4 eV

Entry 3:
Formula: C5H7N
Source: OMol25
Level of theory: the ωB97M-V functional and the def2-TZVPD basis

The geometry in XYZ format:
```
13
Properties=species:S:1:pos:R:3
N -2.62700 1.25455 0.25716
C -1.84729 0.39819 0.25752
C -0.99608 -0.80465 0.28983
C 0.45987 -0.57297 0.61655
C 0.25058 1.79704 -0.63532
C 1.46645 -1.15396 -0.03510
H -1.08850 -1.31345 -0.67604
H -1.43594 -1.47027 1.04419
H 0.66039 0.04269 1.49027
H 0.77937 2.66451 -0.18350
H 0.40900 1.94215 -1.72615
H 1.30054 -1.77804 -0.91136
H 2.49750 -1.01839 0.28035
```

Results
Total charge: 0
Molecular weight: 81.1 g/mol
E_tot: -249.25691 Ha
HOMO energy (alpha / beta): -9.08 / -8.93 eV
Largest force on an atom: 1.11 eV Å⁻¹
Energy relative to the best compared isomer or geometry (same formula, charge and spin): 567.96 kJ/mol
E_LUMO (alpha / beta): -0.8 / -0.7 eV